(1)
DFT (ωB97M-V with the def2-TZVPD basis set) results for a molecular structure, C47H60O19S5 at a distorted geometry.

Atoms and positions in Å:
C1 -6.2720 3.0203 -4.0252
C2 -5.3980 2.4434 -5.1226
O1 -4.4094 1.6793 -4.4317
S1 -4.3295 1.9993 -2.8664
O2 -3.0682 2.5451 -2.5480
O3 -4.8463 0.8833 -2.1611
O4 -5.3865 3.2050 -2.9159
H1 -7.0996 2.3793 -3.7109
H2 -6.7011 3.9935 -4.2548
H3 -4.8660 3.2437 -5.6363
H4 -5.9715 1.8090 -5.7908
C3 -5.6726 1.9798 2.6763
C4 -4.1955 1.7685 2.9211
O5 -4.1618 1.0092 4.1625
S2 -5.5253 0.2574 4.4594
O6 -6.1897 0.7386 5.6107
O7 -5.2593 -1.1215 4.3308
O8 -6.3043 0.7932 3.1704
H5 -5.9304 2.1178 1.6315
H6 -6.0312 2.8192 3.2761
H7 -3.6679 2.6802 3.1803
H8 -3.6554 1.1990 2.1676
C5 2.0462 -5.8181 2.3219
C6 2.0618 -6.2404 0.8631
O9 1.2193 -5.2885 0.1982
S3 1.2006 -3.8801 0.9398
O10 -0.1146 -3.4288 1.0632
O11 2.1727 -3.0497 0.3363
O12 1.7530 -4.4448 2.3222
H9 2.9811 -6.0687 2.8165
H10 1.2467 -6.3444 2.8528
H11 1.6855 -7.2394 0.6683
H12 3.0479 -6.1394 0.4022
C7 1.7231 4.4318 5.0426
C8 0.6428 5.4360 4.5909
O13 0.4263 5.2187 3.1914
S4 1.5662 4.2603 2.6180
O14 2.7010 5.0436 2.3132
O15 1.0118 3.4107 1.6455
O16 1.8067 3.4801 3.9638
H13 1.3852 3.8760 5.9107
H14 2.7017 4.8748 5.2067
H15 0.9230 6.4686 4.7860
H16 -0.3050 5.2278 5.0835
O17 4.5651 -4.1808 3.3727
S5 4.7306 -3.1256 4.3297
O18 5.8928 -3.0672 5.1480
O19 4.6026 -1.7515 3.5747
C9 3.8230 -1.7174 2.3446
C10 3.5271 -0.2657 2.0084
C11 3.3054 -3.0885 5.3840
H17 2.9030 -2.2559 2.5376
H18 4.3900 -2.1803 1.5443
H19 3.8738 0.3669 2.8261
H20 2.4704 -0.1265 1.8071
H21 4.0503 0.0646 1.1113
H22 3.4691 -3.8157 6.1721
H23 2.4208 -3.2739 4.7751
H24 3.1910 -2.0766 5.7681
C12 -0.7639 -1.0839 5.7019
C13 -1.7299 -1.8095 5.0214
C14 -1.7941 -1.7620 3.6359
C15 -0.8155 -1.0814 2.9289
C16 0.0851 -0.2679 3.6057
C17 0.1344 -0.2882 4.9958
H25 -0.7895 -1.0557 6.7851
H26 -2.5279 -2.2971 5.5678
H27 -2.5390 -2.3690 3.1372
H28 -0.8621 -0.9940 1.8503
H29 0.8208 0.2959 3.0516
H30 0.9520 0.1826 5.5312
C18 -4.4507 5.4793 0.6985
C19 -3.5767 5.0312 1.6941
C20 -2.3468 4.5027 1.3430
C21 -1.9190 4.5821 0.0203
C22 -2.7484 5.1377 -0.9451
C23 -4.0396 5.5184 -0.6194
H31 -5.4347 5.7712 1.0453
H32 -3.9272 5.0799 2.7190
H33 -1.6460 4.1550 2.0939
H34 -0.9725 4.1324 -0.2516
H35 -2.3385 5.2036 -1.9441
H36 -4.7082 5.9218 -1.3699
C24 0.0411 -1.4255 -5.1231
C25 1.0161 -1.0309 -6.0360
C26 1.1215 -1.7434 -7.2151
C27 0.2047 -2.7517 -7.5124
C28 -0.7375 -3.1497 -6.5767
C29 -0.8429 -2.4617 -5.3737
H37 -0.0017 -0.8922 -4.1789
H38 1.6508 -0.2014 -5.7550
H39 1.8411 -1.5348 -7.9989
H40 0.2903 -3.3343 -8.4214
H41 -1.4028 -3.9880 -6.7425
H42 -1.5077 -2.8191 -4.5983
C30 4.4265 2.0923 -0.8681
C31 3.4557 3.0505 -0.6244
C32 2.4375 3.2518 -1.5509
C33 2.3559 2.4748 -2.6942
C34 3.2934 1.4743 -2.8946
C35 4.3586 1.3089 -2.0100
H43 5.1518 1.9266 -0.0792
H44 3.4938 3.7141 0.2283
H45 1.6969 4.0205 -1.3615
H46 1.5692 2.6028 -3.4267
H47 3.3031 0.8863 -3.8055
H48 5.0084 0.4540 -2.1524
C36 -1.9547 0.3553 -0.3050
C37 -0.7575 1.0019 -0.0565
C38 0.4182 0.5104 -0.6233
C39 0.3840 -0.6939 -1.3098
C40 -0.7960 -1.4072 -1.4733
C41 -1.9774 -0.8480 -1.0074
H49 -2.9030 0.7608 0.0276
H50 -0.6484 1.8007 0.6692
H51 1.3571 1.0409 -0.5407
H52 1.3174 -1.0609 -1.7234
H53 -0.7199 -2.3773 -1.9487
H54 -2.9286 -1.3159 -1.2296
C42 2.9262 -5.7178 -4.7481
C43 3.4548 -5.0513 -5.8445
C44 3.6908 -3.6869 -5.7654
C45 3.5354 -3.0145 -4.5634
C46 3.0670 -3.6794 -3.4446
C47 2.8012 -5.0374 -3.5392
H55 2.6734 -6.7686 -4.7913
H56 3.5991 -5.5624 -6.7892
H57 4.1072 -3.1758 -6.6248
H58 3.6556 -1.9381 -4.5969
H59 2.7912 -3.1297 -2.5524
H60 2.4640 -5.6489 -2.7087

Frontier orbital gap = 8.97 eV
Charge = 0
Molecular weight = 1089.313 g/mol

Atom charges from the Mulliken analysis, given in e for atoms 1 to 8: C -0.409; C -0.310; O -0.347; S 1.150; O -0.373; O -0.619; O -0.282; H 0.284

---

(2)
DFT (ωB97M-V with the def2-TZVPD basis set) results for 12 unconnected molecules or ions with the total composition C47H63F33O25S at a distorted geometry.

Atoms and positions in Å:
O1 3.7420 2.8585 2.4439
S1 3.7459 4.2742 2.2772
O2 3.3551 4.9493 1.0879
O3 2.8408 4.9320 3.4442
C1 2.4122 4.1129 4.5544
C2 2.1268 5.0364 5.7145
C3 5.3295 4.9196 2.8301
H1 3.1315 3.3412 4.8357
H2 1.5110 3.5948 4.2279
H3 2.0871 4.4994 6.6639
H4 1.1209 5.4705 5.6867
H5 2.8139 5.8820 5.7417
H6 5.0649 5.8439 3.3290
H7 5.8817 5.1189 1.9144
H8 5.8246 4.1868 3.4527
C4 4.9945 -1.6480 -1.2034
C5 4.8075 -1.4923 0.2962
O4 4.4743 -2.7648 0.8872
C6 5.4055 -3.5113 1.4024
O5 6.5332 -3.2293 1.4670
C7 4.8292 -4.7775 2.0522
F1 4.1139 -4.4673 3.1059
F2 4.0190 -5.3893 1.1560
F3 5.7745 -5.6333 2.3734
H9 5.9202 -2.1869 -1.4067
H10 4.9820 -0.6397 -1.6161
H11 4.1981 -2.2028 -1.6994
H12 3.9748 -0.8154 0.4915
H13 5.6698 -1.0285 0.7756
C8 1.4616 0.6862 7.3602
C9 -0.0230 0.6695 7.6100
O6 -0.7902 0.3987 6.4450
C10 -0.9730 1.3810 5.6140
O7 -0.6799 2.5021 5.8237
C11 -1.5928 0.9379 4.2832
F4 -0.7870 1.1716 3.2631
F5 -1.9139 -0.3595 4.3134
F6 -2.7563 1.6012 4.1081
H14 1.8053 1.4768 6.6919
H15 1.8121 -0.2844 7.0094
H16 2.0078 0.8656 8.2904
H17 -0.4073 1.5726 8.0871
H18 -0.2038 -0.1216 8.3366
C12 0.6558 8.9022 2.2033
C13 1.2143 7.4875 2.2244
O8 0.2744 6.4829 2.5657
C14 -0.1903 5.7558 1.5924
O9 -0.1488 5.9897 0.4578
C15 -0.9765 4.5468 2.1221
F7 -0.6833 3.4465 1.4423
F8 -0.8044 4.3463 3.4165
F9 -2.2795 4.7945 1.9200
H19 -0.0921 9.0261 1.4132
H20 1.3978 9.6813 2.0439
H21 0.1488 9.1116 3.1491
H22 1.9720 7.5522 3.0085
H23 1.7558 7.2862 1.3027
C16 -4.1446 -5.0031 3.0726
C17 -2.7988 -5.6155 2.7177
O10 -1.6801 -4.7401 2.6199
C18 -1.0446 -4.3554 3.7117
O11 -0.9759 -5.0083 4.6927
C19 -0.2569 -3.0616 3.4708
F10 -0.2008 -2.3817 4.5896
F11 0.9563 -3.3804 3.0579
F12 -0.8325 -2.3429 2.5519
H24 -4.8725 -5.7836 3.2960
H25 -4.5620 -4.6126 2.1356
H26 -4.0945 -4.2444 3.8478
H27 -2.8071 -6.0877 1.7352
H28 -2.5844 -6.4644 3.3776
C20 2.8512 -0.0055 -7.6583
C21 3.4436 -0.9181 -6.5969
O12 2.9274 -0.6244 -5.3024
C22 1.7797 -1.1605 -4.9846
O13 1.0572 -1.6793 -5.7330
C23 1.4263 -0.9574 -3.4964
F13 1.2435 -2.1366 -2.8997
F14 2.4100 -0.3298 -2.8512
F15 0.2790 -0.2511 -3.4311
H29 2.9360 -0.4276 -8.6591
H30 3.3068 0.9851 -7.6367
H31 1.7833 0.1433 -7.4959
H32 4.5241 -0.8023 -6.5399
H33 3.2782 -1.9555 -6.8967
C24 1.0520 -4.7648 -0.1674
C25 1.1171 -6.1830 -0.6806
O14 0.0169 -6.4441 -1.5429
C26 -1.0481 -7.0574 -1.1043
O15 -1.2877 -7.2420 0.0447
C27 -1.9889 -7.4950 -2.2403
F16 -2.3345 -8.7705 -2.0650
F17 -3.0799 -6.7157 -2.1988
F18 -1.4292 -7.3776 -3.4607
H34 0.7204 -4.0889 -0.9550
H35 1.9654 -4.4438 0.3262
H36 0.2355 -4.7056 0.5613
H37 1.2102 -6.9497 0.0973
H38 2.0400 -6.4026 -1.2270
C28 -5.5053 2.8993 -2.0500
C29 -4.4668 3.9294 -2.4282
O16 -3.2030 3.2900 -2.4778
C30 -2.2023 3.9253 -3.0355
O17 -2.2385 4.9152 -3.6675
C31 -0.8590 3.2094 -2.7940
F19 -0.0171 4.0532 -2.1993
F20 -0.9682 2.1767 -1.9559
F21 -0.3927 2.8153 -3.9587
H39 -6.4905 3.3380 -1.8863
H40 -5.2489 2.4936 -1.0694
H41 -5.5857 2.1004 -2.7869
H42 -4.4930 4.6580 -1.6182
H43 -4.6771 4.5121 -3.3227
C32 1.8803 0.8549 1.0948
C33 1.1451 -0.1422 0.2317
O18 -0.2595 -0.1344 0.6369
C34 -1.0073 -0.9657 -0.0308
O19 -0.6484 -1.9260 -0.5990
C35 -2.5312 -0.7273 0.1186
F22 -2.7585 0.2991 1.0026
F23 -3.0636 -0.3880 -1.0455
F24 -3.1212 -1.7896 0.6555
H44 1.4573 1.8704 1.0385
H45 2.9152 1.0953 0.8751
H46 1.7005 0.6412 2.1517
H47 1.5622 -1.1340 0.4088
H48 1.1289 0.1876 -0.8064
C36 -7.4287 -0.2129 -3.6361
C37 -6.5346 -0.7467 -4.7469
O20 -5.1888 -0.5279 -4.2871
C38 -4.1942 -0.5363 -5.1492
O21 -4.3034 -0.6709 -6.3144
C39 -2.8365 -0.4691 -4.4392
F25 -1.8568 -0.7455 -5.2737
F26 -2.6729 0.7301 -3.9087
F27 -2.7763 -1.3303 -3.4361
H49 -7.2630 0.8569 -3.5463
H50 -7.1596 -0.7246 -2.7119
H51 -8.4855 -0.4175 -3.7949
H52 -6.7056 -0.1416 -5.6350
H53 -6.6943 -1.8083 -4.9180
C40 -4.9481 -3.5465 -1.6017
C41 -6.2053 -2.9606 -1.0428
O22 -5.9625 -2.3262 0.2004
C42 -6.9225 -1.6470 0.7896
O23 -7.9686 -1.4346 0.2793
C43 -6.4954 -1.1436 2.1767
F28 -5.2241 -1.3711 2.4193
F29 -6.7583 0.1621 2.2643
F30 -7.2404 -1.7145 3.1147
H54 -5.2130 -4.1224 -2.4949
H55 -4.4740 -4.2539 -0.9226
H56 -4.2103 -2.8279 -1.9564
H57 -6.9823 -3.7308 -0.9200
H58 -6.7751 -2.3337 -1.7377
C44 7.9771 -0.0818 -2.9373
C45 7.2442 1.0278 -3.6705
O24 6.0148 1.2851 -2.9604
C46 5.3918 2.4100 -3.1912
O25 5.6865 3.2190 -3.9626
C47 4.1431 2.5772 -2.3052
F31 4.1038 1.6968 -1.3238
F32 4.0880 3.7645 -1.7835
F33 3.0763 2.4227 -3.0690
H59 8.5818 0.2911 -2.1097
H60 8.6193 -0.7536 -3.5067
H61 7.2731 -0.7909 -2.4895
H62 6.9503 0.6489 -4.6509
H63 7.8531 1.9219 -3.7587

Frontier orbital gap = 10.93 eV
Charge = 0
Molecular weight = 1686.997 g/mol
SMILES = CCOC(=O)C(F)(F)F.CCOC(=O)C(F)(F)F.CCOC(=O)C(F)(F)F.CCOC(=O)C(F)(F)F.CCOC(=O)C(F)(F)F.CCOC(=O)C(F)(F)F.CCOC(=O)C(F)(F)F.CCOC(=O)C(F)(F)F.CCOC(=O)C(F)(F)F.CCOC(=O)C(F)(F)F.CCOC(=O)C(F)(F)F.CCOS(C)(=O)=O

Atom charges from the Mulliken analysis, given in e for atoms 1 to 8: O -0.598; S 1.427; O -0.606; O -0.283; C 0.222; C -1.384; C -1.176; H 0.522

---

(3)
DFT (ωB97M-V with the def2-TZVPD basis set) results for 8 unconnected molecules or ions with the total composition C47H64FNO32S7 at a distorted geometry.

Atoms and positions in Å:
C1 -0.7307 6.2465 5.1791
C2 0.1764 5.9382 3.8657
C3 1.7584 6.1847 4.2539
C4 2.6219 5.3040 3.2023
C5 3.2454 3.9337 3.8116
C6 2.9117 2.7087 2.8002
C7 4.0335 2.4285 1.6753
C8 3.7268 1.2610 0.6352
C9 2.3868 0.3758 0.7355
C10 2.2573 -0.7891 -0.4043
C11 2.7072 -2.2498 0.1081
C12 4.2238 -2.3441 0.6584
F1 2.6466 -3.1558 -1.0696
C13 1.2698 0.6130 1.8642
C14 1.5749 1.8185 2.8948
C15 0.4651 2.0805 4.0465
O1 0.6522 2.7988 5.1028
C16 -1.0301 1.4405 3.8908
C17 -2.2052 2.0194 4.7980
C18 -3.7218 1.4778 4.7319
C19 -4.8920 2.0594 5.7085
C20 -4.2988 3.0232 6.8780
O2 -3.5650 2.5366 7.8373
C21 -4.0024 0.3109 3.6556
C22 -5.4898 -0.2918 3.5410
O3 -6.1377 -0.0619 2.2445
C23 -7.3520 -0.9102 2.2883
C24 -8.6384 -0.1773 1.5898
C25 -8.5721 1.4452 1.8066
C26 -2.7979 -0.2582 2.7510
C27 -3.2236 -1.4370 1.6926
C28 -3.4822 -0.9544 0.2467
C29 -3.8781 -1.9952 -0.8678
C30 -3.9374 -3.4547 -0.2586
C31 -3.6683 -3.6624 1.2541
N1 -3.3081 -2.7394 2.3080
C32 -1.3045 0.2480 2.8392
C33 -0.0622 -0.3272 1.9847
O4 -0.1204 -1.5009 1.4652
H1 -1.8471 6.3936 4.8844
H2 -0.6572 5.3006 5.8557
H3 -0.2780 7.1845 5.6910
H4 -0.1588 6.6132 2.9924
H5 0.0550 4.8294 3.5093
H6 1.9586 7.3018 3.9925
H7 1.9671 5.9590 5.3642
H8 3.4611 5.9875 2.7712
H9 1.9402 5.0125 2.3142
H10 2.9778 3.7254 4.9109
H11 4.4087 4.0733 3.7889
H12 5.0075 3.0809 1.6677
H13 4.5176 1.0399 -0.1950
H14 1.2007 -0.7452 -0.8747
H15 2.9938 -0.5079 -1.2714
H16 2.0228 -2.7235 0.9025
H17 5.0322 -2.2768 -0.1660
H18 4.3771 -1.6036 1.5268
H19 4.3326 -3.4163 1.1185
H20 -1.9191 2.8568 5.5455
H21 -5.3094 1.1209 6.2699
H22 -5.7868 2.5089 5.1405
H23 -4.5556 4.1531 6.8737
H24 -6.1609 0.0153 4.4481
H25 -5.3767 -1.4548 3.6400
H26 -7.1010 -1.9381 1.7896
H27 -7.6792 -1.1616 3.3650
H28 -9.5978 -0.5975 2.1052
H29 -8.5976 -0.4536 0.4662
H30 -8.5489 1.6718 2.9368
H31 -7.6591 1.9180 1.2847
H32 -9.5790 1.8678 1.3858
H33 -3.3849 0.1634 -0.0214
H34 -4.0858 -1.7438 -1.9690
H35 -4.1801 -4.3585 -0.9360
H36 -3.7696 -4.7682 1.6265
C34 -1.3783 -5.7690 -4.6165
C35 -2.2068 -6.7370 -3.7835
O5 -3.3930 -6.0180 -3.4504
S1 -3.7509 -4.9941 -4.6624
O6 -4.7390 -5.6171 -5.5000
O7 -3.9112 -3.6802 -4.1071
O8 -2.3187 -5.0646 -5.4279
H37 -0.8650 -5.0414 -3.9806
H38 -0.6461 -6.2840 -5.2415
H39 -1.6861 -7.0607 -2.8810
H40 -2.4966 -7.6143 -4.3701
C36 8.3129 2.9467 2.0503
C37 9.2678 3.4681 3.1148
O9 9.2169 4.8890 2.9928
S2 7.7253 5.3263 2.5117
O10 6.9723 5.7122 3.6741
O11 7.8506 6.1612 1.3497
O12 7.2148 3.8561 2.0418
H41 8.7782 2.9667 1.0605
H42 7.9658 1.9348 2.2677
H43 10.2870 3.1050 2.9746
H44 8.9224 3.2024 4.1187
C38 3.6974 -5.7498 -4.8612
C39 3.4807 -4.4435 -5.6128
O13 3.2738 -4.8275 -6.9723
S3 2.5343 -6.2744 -7.0079
O14 1.1228 -6.0541 -7.1833
O15 3.2991 -7.1553 -7.8487
O16 2.7951 -6.6833 -5.4565
H45 4.7161 -6.1227 -5.0033
H46 3.4936 -5.6501 -3.7934
H47 4.3335 -3.7685 -5.5286
H48 2.5774 -3.9330 -5.2647
C40 -6.8518 -3.1619 8.0180
C41 -5.6949 -2.1786 7.9012
O17 -5.6788 -1.7861 6.5292
S4 -7.2002 -1.7972 5.9569
O18 -7.7106 -0.4532 6.0116
O19 -7.2315 -2.5985 4.7666
O20 -7.8758 -2.6448 7.1676
H49 -6.5681 -4.1511 7.6468
H50 -7.2163 -3.2502 9.0430
H51 -4.7402 -2.6231 8.1859
H52 -5.8743 -1.2845 8.5064
C42 2.1945 -10.2575 -9.9345
C43 1.9794 -8.9511 -10.6866
O21 1.7734 -9.3345 -12.0460
S5 1.0333 -10.7819 -12.0816
O22 -0.3766 -10.5626 -12.2576
O23 1.7969 -11.6617 -12.9216
O24 1.2927 -11.1906 -10.5298
H53 3.2132 -10.6308 -10.0756
H54 1.9899 -10.1574 -8.8671
H55 2.8325 -8.2767 -10.6011
H56 1.0760 -8.4403 -10.3391
C44 4.3702 5.2914 -1.6609
C45 4.8037 4.9266 -3.0735
O25 5.6876 3.8166 -2.9154
S6 5.2153 2.9422 -1.6287
O26 4.4210 1.8401 -2.1017
O27 6.3421 2.7710 -0.7556
O28 4.2170 4.0458 -0.9782
H57 5.1450 5.8684 -1.1470
H58 3.4333 5.8512 -1.6485
H59 5.3073 5.7511 -3.5802
H60 3.9511 4.5966 -3.6752
C46 0.6208 8.6645 -4.6951
C47 0.9967 7.3091 -5.2793
O29 1.7316 6.6513 -4.2475
S7 1.1573 7.1278 -2.8024
O30 0.2260 6.1364 -2.3393
O31 2.2596 7.5956 -2.0080
O32 0.3121 8.4138 -3.3239
H61 1.4658 9.3585 -4.7328
H62 -0.2365 9.1094 -5.2035
H63 1.5992 7.3985 -6.1844
H64 0.1057 6.7109 -5.4935

Frontier orbital gap = 7.24 eV
Charge = 0
Molecular weight = 1398.471 g/mol
SMILES = CCCCCc1ccc(C[C@H](C)F)c2c1C(=O)c1cc(CC=O)c(COCCC)c(-c3ccccn3)c1C2=O.O=S1(=O)OCCO1.O=S1(=O)OCCO1.O=S1(=O)OCCO1.O=S1(=O)OCCO1.O=S1(=O)OCCO1.O=S1(=O)OCCO1.O=S1(=O)OCCO1

Atom charges from the Mulliken analysis, given in e for atoms 1 to 8: C -1.027; C -0.148; C -0.667; C -0.572; C -0.466; C -0.070; C -0.865; C -0.506